No. 1
Density functional theory data (ωB97M-V/def2-TZVPD) for a molecular structure, C17H64O15 at a distorted geometry.

Kohn-Sham gap = 8.392 eV
Highest occupied orbital energy = -8.50 eV

Structure (XYZ):
```
96
C17H64O15, DFT ωB97M-V/def2-TZVPD
C 2.167 -2.256 0.187
O 1.847 -1.950 -1.134
H 1.693 -3.182 0.514
H 3.225 -2.198 0.446
H 1.690 -1.518 0.832
H 2.492 -2.260 -1.774
C -0.555 -2.557 3.686
O 0.492 -3.298 2.896
H -0.319 -1.552 4.036
H -1.370 -2.286 3.015
H -1.104 -3.125 4.436
H 0.051 -3.658 2.124
C 1.861 2.626 -1.133
O 1.904 2.859 -2.519
H 1.027 3.095 -0.610
H 1.782 1.545 -1.013
H 2.763 2.976 -0.632
H 2.087 3.777 -2.732
C 4.296 -1.203 1.908
C 3.511 0.102 2.141
O 3.185 0.096 3.545
H 3.803 -2.123 2.223
H 5.243 -1.142 2.445
H 4.609 -1.364 0.876
H 2.648 0.354 1.525
H 4.042 1.051 2.059
H 2.678 -0.712 3.653
C -3.907 0.331 -1.790
C -2.596 -0.492 -2.159
O -2.125 -1.009 -1.009
H -4.257 0.943 -2.621
H -3.614 1.109 -1.084
H -4.687 -0.232 -1.278
H -1.946 0.087 -2.815
H -2.828 -1.394 -2.726
H -1.182 -0.832 -1.036
C 0.016 0.082 -4.078
C 1.173 0.081 -3.051
O 0.610 0.731 -1.952
H 0.452 -0.484 -4.901
H -0.166 1.128 -4.327
H -0.908 -0.406 -3.771
H 2.110 0.427 -3.488
H 1.357 -0.988 -2.942
H 1.221 1.392 -1.618
C 0.532 0.448 0.418
C -0.840 -0.101 0.918
O -0.547 -0.984 2.026
H 0.525 1.315 -0.241
H 1.139 -0.292 -0.104
H 1.080 0.822 1.283
H -1.406 -0.652 0.166
H -1.459 0.729 1.259
H -0.824 -1.855 1.732
C -1.637 2.357 -1.175
C -2.049 2.595 -2.679
O -3.415 2.919 -2.677
H -0.817 1.640 -1.123
H -2.390 1.955 -0.496
H -1.285 3.242 -0.646
H -1.853 1.736 -3.321
H -1.379 3.397 -2.987
H -3.466 3.576 -3.375
C -3.082 1.430 1.548
C -4.412 0.672 1.679
O -4.770 0.743 3.060
H -3.041 2.368 2.102
H -2.879 1.809 0.546
H -2.243 0.878 1.969
H -4.605 -0.240 1.114
H -5.191 1.249 1.181
H -5.708 0.560 3.150
C 3.093 0.148 -0.721
C 4.401 0.892 -1.168
O 4.939 0.152 -2.253
H 2.581 0.645 0.103
H 3.370 -0.886 -0.517
H 2.335 0.062 -1.499
H 5.221 0.961 -0.454
H 4.210 1.921 -1.475
H 4.621 -0.753 -2.239
O -0.937 -2.597 0.827
H -1.812 -2.343 0.536
H -1.027 -3.515 1.085
O 1.380 1.221 3.344
H 0.561 0.746 3.481
H 2.058 0.546 3.378
O -3.245 -2.029 0.634
H -3.207 -1.323 -0.011
H -3.323 -2.828 0.111
O -0.266 -1.932 -1.340
H -0.615 -2.664 -0.832
H 0.683 -1.991 -1.225
O -0.872 0.183 3.783
H -0.916 -0.190 2.902
H -1.680 0.689 3.870
```

Results of the Mulliken charge analysis, in e, for atoms 1 through 6: -1.86 -0.82 0.24 1.08 0.53 0.42

---

No. 2
Density functional theory data (ωB97M-V/def2-TZVPD) for 9 unconnected molecules or ions with the total composition C48H100O14S8 at a distorted geometry.

Relative energy (zero: lowest compared OMol25 entry of this formula, charge and spin) = 991.4 kJ/mol
Kohn-Sham gap = 8.741 eV
Highest occupied orbital energy = -8.39 eV

Structure (XYZ):
```
170
C48H100O14S8, DFT ωB97M-V/def2-TZVPD
C 7.652 3.603 0.196
C 8.060 2.725 1.501
C 7.586 1.194 1.423
C 8.401 0.433 0.256
C 7.549 -0.749 -0.469
C 7.088 -0.314 -1.953
C 5.471 -0.238 -2.106
C 4.821 0.591 -0.894
C 3.379 1.239 -1.201
C 2.547 0.532 -2.377
C 2.233 -1.025 -2.145
C 0.820 -1.293 -1.384
O 0.773 -0.843 -0.196
O -0.225 -2.033 -2.009
C -1.165 -1.208 -2.742
C -1.378 0.277 -2.168
C -2.768 0.835 -2.768
C -2.892 2.438 -2.710
C -1.644 3.215 -3.364
C -2.006 4.752 -3.702
C -1.624 5.747 -2.492
C -2.040 5.214 -1.037
C -1.889 6.432 0.035
C -0.808 6.098 1.200
C -0.808 -1.250 -4.333
C 0.304 -0.197 -4.784
O 0.072 0.039 -6.230
C 0.672 1.265 -6.633
O 1.440 1.389 -7.627
O -2.490 -1.856 -2.669
C -2.654 -2.518 -1.435
O -2.457 -3.768 -1.251
C -3.210 -1.748 -0.122
C -4.727 -1.318 -0.218
C -5.466 -0.683 0.991
C -4.647 -0.441 2.316
C -3.117 -0.792 2.353
C -2.365 -1.468 1.143
H 8.393 3.438 -0.680
H 6.580 3.375 -0.129
H 7.727 4.729 0.457
H 7.576 3.243 2.400
H 9.209 2.782 1.639
H 6.440 1.072 1.308
H 7.841 0.716 2.444
H 8.863 1.149 -0.518
H 9.295 -0.098 0.763
H 6.703 -1.130 0.203
H 8.273 -1.648 -0.598
H 7.506 -1.070 -2.727
H 7.484 0.734 -2.205
H 5.083 -1.330 -2.141
H 5.282 0.230 -3.141
H 4.708 -0.141 -0.010
H 5.536 1.455 -0.650
H 2.699 1.229 -0.263
H 3.569 2.337 -1.518
H 1.622 1.184 -2.574
H 3.177 0.596 -3.349
H 2.315 -1.683 -3.075
H 3.036 -1.414 -1.407
H -0.487 0.979 -2.290
H -1.545 0.178 -1.023
H -3.605 0.406 -2.091
H -2.983 0.447 -3.822
H -3.829 2.713 -3.337
H -3.117 2.766 -1.627
H -0.815 3.255 -2.552
H -1.177 2.639 -4.248
H -3.153 4.793 -3.865
H -1.425 5.027 -4.653
H -2.194 6.736 -2.668
H -0.499 5.979 -2.467
H -1.408 4.340 -0.646
H -3.139 4.880 -1.000
H -2.899 6.723 0.507
H -1.500 7.403 -0.467
H -1.097 5.174 1.819
H -0.682 7.004 1.911
H 0.206 5.870 0.719
H -1.774 -0.974 -4.910
H -0.582 -2.339 -4.656
H 1.358 -0.670 -4.737
H 0.242 0.830 -4.292
H 0.466 2.203 -6.008
H -5.295 -1.488 -1.193
H -6.578 -0.463 0.862
H -5.223 0.015 3.198
H -2.596 -0.562 3.355
H -1.250 -1.743 1.194
C -0.176 2.729 3.997
S -0.531 4.157 5.046
O -0.883 5.297 4.144
C 1.170 4.408 5.598
H -1.102 2.418 3.511
H 0.559 2.997 3.236
H 0.202 1.910 4.612
H 1.821 4.571 4.737
H 1.503 3.534 6.161
H 1.197 5.285 6.244
C -7.979 3.540 -0.053
S -6.517 3.868 0.957
O -5.452 2.909 0.535
C -7.217 3.241 2.494
H -7.756 3.819 -1.084
H -8.231 2.478 -0.011
H -8.816 4.139 0.311
H -7.514 2.197 2.370
H -8.080 3.846 2.778
H -6.455 3.310 3.272
C 6.645 -4.527 -2.156
S 7.528 -3.728 -3.512
O 6.894 -2.390 -3.733
C 6.923 -4.835 -4.803
H 6.847 -3.972 -1.237
H 5.571 -4.520 -2.354
H 6.999 -5.553 -2.044
H 5.832 -4.809 -4.836
H 7.269 -5.851 -4.604
H 7.323 -4.499 -5.761
C -1.415 0.468 9.518
S -0.513 1.259 8.168
O -1.122 2.606 7.949
C -1.131 0.166 6.869
H -1.209 1.015 10.438
H -2.488 0.493 9.314
H -1.078 -0.564 9.627
H -2.221 0.210 6.832
H -0.803 -0.857 7.066
H -0.723 0.498 5.914
C -8.004 1.896 6.109
S -6.728 0.641 6.343
O -5.809 0.711 5.161
C -7.817 -0.779 6.098
H -7.540 2.881 6.182
H -8.460 1.783 5.123
H -8.762 1.796 6.887
H -8.285 -0.724 5.114
H -8.581 -0.791 6.877
H -7.220 -1.689 6.164
C -2.530 -4.979 -7.094
S -2.882 -3.210 -7.001
O -4.317 -3.019 -7.368
C -1.889 -2.749 -8.437
H -3.084 -5.484 -6.301
H -2.844 -5.372 -8.063
H -1.461 -5.147 -6.949
H -2.243 -3.280 -9.321
H -0.841 -2.989 -8.248
H -1.989 -1.674 -8.595
C -6.023 -3.322 3.217
S -7.801 -3.566 3.032
O -8.346 -3.932 4.376
C -7.679 -5.087 2.065
H -5.858 -2.434 3.830
H -5.576 -4.189 3.708
H -5.571 -3.171 2.236
H -7.129 -5.843 2.628
H -7.173 -4.878 1.121
H -8.688 -5.449 1.862
C 8.463 -8.657 1.117
S 7.569 -7.248 0.426
O 7.609 -7.379 -1.063
C 8.792 -6.005 0.895
H 7.895 -9.563 0.906
H 9.451 -8.733 0.658
H 8.558 -8.533 2.197
H 9.759 -6.247 0.450
H 8.877 -5.968 1.982
H 8.457 -5.034 0.526
```

Results of the Mulliken charge analysis, in e, for atoms 1 through 6: -0.71 -0.67 -0.24 -0.86 -0.30 -0.72

---

No. 3
Density functional theory data (ωB97M-V/def2-TZVPD) for a molecular structure, C34H29Cl4N5O5Ta.

Relative energy (zero: lowest compared OMol25 entry of this formula, charge and spin) = 0.4 kJ/mol
Kohn-Sham gap = 7.273 eV
Net charge = +1
Highest occupied orbital energy = -10.62 eV

Structure (XYZ):
```
78
C34H29Cl4N5O5Ta, DFT ωB97M-V/def2-TZVPD
Ta 0.481 -1.031 0.687
Cl -4.779 -5.396 1.345
C -3.448 -4.505 0.733
C -3.061 -4.647 -0.602
Cl -3.914 -5.708 -1.645
C -1.974 -3.920 -1.097
Cl -1.444 -4.047 -2.729
C -1.307 -3.067 -0.245
O -0.252 -2.290 -0.593
C -1.694 -2.905 1.084
O -0.968 -2.018 1.777
C -2.760 -3.633 1.583
Cl -3.200 -3.415 3.234
O -0.512 0.594 1.500
N -0.601 0.714 2.798
N 0.242 -0.007 3.376
O 1.095 -0.712 2.674
C 0.345 -0.038 4.816
C 1.433 -0.687 5.373
C 1.539 -0.722 6.755
C 0.571 -0.122 7.545
C -0.514 0.520 6.958
C -0.639 0.567 5.582
H 2.178 -1.143 4.739
H 2.382 -1.222 7.212
H 0.658 -0.155 8.623
H -1.271 0.982 7.576
H -1.482 1.051 5.112
C -0.716 3.205 -4.209
C -1.615 3.179 -3.007
C -2.970 3.474 -3.110
C -3.799 3.471 -1.998
C -3.280 3.190 -0.742
C -1.932 2.900 -0.613
C -1.126 2.874 -1.740
N 0.267 2.562 -1.581
C 0.765 1.476 -0.965
N 1.944 1.632 -0.333
C 2.944 0.631 -0.133
C 2.602 -0.680 0.226
C 3.671 -1.582 0.335
C 4.983 -1.193 0.142
C 5.275 0.128 -0.160
C 4.265 1.062 -0.309
C 4.592 2.487 -0.673
N 0.174 0.284 -0.945
C -0.764 -0.035 -2.001
C -2.110 -0.179 -1.702
C -3.007 -0.516 -2.700
C -2.545 -0.711 -3.995
C -1.191 -0.594 -4.273
C -0.272 -0.267 -3.281
C 1.203 -0.206 -3.570
H -1.299 3.321 -5.120
H -0.139 2.285 -4.291
H -0.012 4.040 -4.163
H -3.381 3.707 -4.085
H -4.850 3.700 -2.111
H -3.917 3.200 0.132
H -1.504 2.670 0.355
H 0.924 3.296 -1.802
H 2.256 2.585 -0.223
H 3.485 -2.611 0.598
H 5.781 -1.917 0.240
H 6.303 0.439 -0.298
H 5.665 2.608 -0.796
H 4.280 3.192 0.104
H 4.121 2.784 -1.613
H -2.450 -0.010 -0.686
H -4.058 -0.622 -2.469
H -3.236 -0.974 -4.784
H -0.831 -0.778 -5.278
H 1.408 -0.553 -4.581
H 1.762 -0.833 -2.872
H 1.600 0.810 -3.486
O 1.427 -3.009 1.433
H 0.847 -3.239 2.177
H 1.353 -3.723 0.784
```

Results of the Mulliken charge analysis, in e, for atoms 1 through 6: 1.64 -0.17 0.45 0.47 -0.18 0.09

---

Question: What is the formula in the third record?
Answer: C34H29Cl4N5O5Ta

---

Question: Which formula does entry 2 have?
Answer: C48H100O14S8

---

Question: The lowest Kohn-Sham gap belongs to which entry?
Answer: C34H29Cl4N5O5Ta